1.
Below is a molecular structure, C26H36BrGeNRuS3, with properties calculated with the ωB97M-V functional and the def2-TZVPD basis.

Geometry (Å):
Ru (0.2183, 0.0001, 0.0388)
Br (-0.6662, -1.7845, 1.5941)
C (-2.5024, -1.5786, 1.1170)
C (-3.4069, -2.5137, 1.5144)
C (-4.7706, -2.2766, 1.2371)
C (-5.1586, -1.1092, 0.6459)
C (-4.2101, -0.1274, 0.2633)
C (-4.6020, 1.1273, -0.2602)
C (-3.6482, 2.0625, -0.5346)
C (-2.2732, 1.7570, -0.4123)
C (-1.8048, 0.5250, -0.0071)
C (-2.8240, -0.3846, 0.4405)
H (-3.0958, -3.4033, 2.0450)
H (-5.5060, -3.0147, 1.5289)
H (-6.2095, -0.9079, 0.4754)
H (-5.6549, 1.3428, -0.3944)
H (-3.9440, 3.0455, -0.8839)
H (-1.5639, 2.5337, -0.6868)
C (-1.7579, 1.3647, -3.5583)
C (-0.3656, 1.8768, -3.2070)
S (0.7442, 1.2803, -1.8645)
C (1.8240, 0.1538, -2.7862)
C (1.1962, -1.1749, -3.1858)
S (0.2514, -1.9497, -1.8342)
C (-1.3121, -2.4059, -2.6296)
C (-2.3065, -1.2966, -2.9184)
S (-1.8965, -0.2510, -4.3518)
H (-2.1563, 2.0805, -4.2815)
H (-2.4304, 1.3797, -2.7081)
H (-0.4516, 2.9432, -2.9904)
H (0.2828, 1.7877, -4.0797)
H (2.6607, -0.0145, -2.1110)
H (2.1967, 0.6817, -3.6659)
H (1.9952, -1.8609, -3.4680)
H (0.5194, -1.0594, -4.0280)
H (-1.7610, -3.1119, -1.9264)
H (-1.0639, -2.9738, -3.5283)
H (-2.3824, -0.6340, -2.0595)
H (-3.2915, -1.7365, -3.0826)
C (-0.0788, 1.6061, 4.3473)
Ge (1.3410, 1.2375, 3.0408)
C (2.6794, 2.6622, 3.1551)
C (2.2310, -0.4466, 3.4588)
C (0.4174, 1.3105, 1.2945)
H (0.3528, 1.6686, 5.3474)
H (-0.8312, 0.8166, 4.3456)
H (-0.5735, 2.5530, 4.1277)
H (2.9679, 2.7740, 4.2021)
H (2.2989, 3.6197, 2.7990)
H (3.5611, 2.3851, 2.5818)
H (2.6858, -0.3528, 4.4474)
H (3.0184, -0.6415, 2.7292)
H (1.5458, -1.2921, 3.4889)
H (-0.0853, 2.2845, 1.1597)
C (2.2079, -3.0255, 0.8116)
C (2.9323, -1.7538, 0.4946)
C (4.3051, -1.6283, 0.5692)
C (4.6016, -0.2659, 0.3785)
C (3.3993, 0.3830, 0.1880)
C (3.2865, 1.8553, -0.0834)
N (2.3554, -0.5266, 0.2374)
H (2.9081, -3.8563, 0.7147)
H (1.3664, -3.2350, 0.1576)
H (1.8453, -3.0409, 1.8457)
H (4.9961, -2.4335, 0.7707)
H (5.5734, 0.2061, 0.3845)
H (4.0968, 2.3783, 0.4253)
H (2.3486, 2.2841, 0.2704)
H (3.3743, 2.1015, -1.1462)

Results
Calculated total energy   -190681.1315 eV
ΔE to the lowest compared entry with this formula, charge and spin   0.00 kJ/mol
Charge   0
Frontier orbital gap   6.69 eV
Max |F|   0.3 eV/Å
Spin multiplicity   1
Highest occupied orbital energy   -6.66 eV

Okay, here come the natural (NBO) numbers, in e, for every atom: 0.082 0.288 -0.065 -0.263 -0.195 -0.190 -0.057 -0.233 -0.212 -0.240 -0.174 -0.080 0.229 0.218 0.215 0.213 0.211 0.185 -0.556 -0.531 0.475 -0.551 -0.551 0.296 -0.535 -0.542 0.183 0.234 0.251 0.231 0.229 0.279 0.228 0.237 0.245 0.240 0.226 0.245 0.227 -1.076 1.558 -1.075 -1.089 -0.354 0.231 0.231 0.228 0.230 0.227 0.240 0.229 0.265 0.219 0.136 -0.643 0.103 -0.341 -0.329 0.070 -0.636 -0.594 0.222 0.212 0.194 0.208 0.207 0.221 0.212 0.202

2.
Below is a molecular structure, C27H25AsIrN5S2Se, with properties calculated with the ωB97M-V functional and the def2-TZVPD basis.

Geometry (Å):
Ir (-0.1651, -1.3808, -0.7626)
S (1.5463, -1.2879, 0.8646)
C (2.3664, 0.2290, 0.8780)
C (3.6618, 0.2289, 1.4235)
C (4.4237, 1.3867, 1.4213)
C (3.9017, 2.5588, 0.8980)
C (2.6001, 2.5870, 0.3824)
C (1.8379, 1.4353, 0.3619)
As (0.0249, 1.5122, -0.2832)
C (-0.5152, 3.3358, -0.4479)
C (-0.8622, 3.8794, -1.6858)
C (-1.2134, 5.2170, -1.7506)
C (-1.2410, 5.9898, -0.5947)
C (-0.9121, 5.4357, 0.6396)
C (-0.5583, 4.1021, 0.7216)
C (0.0016, 0.6548, -2.0162)
C (1.2288, 0.3633, -2.6535)
C (1.2373, -0.0072, -3.9882)
C (0.0440, -0.1007, -4.6939)
C (-1.1760, 0.1756, -4.0737)
C (-1.2053, 0.5586, -2.7477)
H (4.0632, -0.6900, 1.8316)
H (5.4235, 1.3722, 1.8334)
H (4.4921, 3.4654, 0.8972)
H (2.1984, 3.5187, 0.0045)
H (-0.8326, 3.2855, -2.5906)
H (-1.4623, 5.6599, -2.7052)
H (-1.5222, 7.0327, -0.6547)
H (-0.9350, 6.0454, 1.5323)
H (-0.3005, 3.6679, 1.6812)
H (2.1619, 0.4707, -2.1131)
H (2.1789, -0.1952, -4.4874)
H (0.0583, -0.3797, -5.7395)
H (-2.0976, 0.1061, -4.6356)
H (-2.1495, 0.7993, -2.2712)
S (-2.2281, -0.9339, 0.2617)
C (-2.0715, -0.8240, 2.0161)
N (-1.4216, -1.7440, 2.7001)
C (-1.3958, -1.7773, 4.1739)
C (-1.5287, -0.3598, 4.7025)
C (-2.7416, 0.3156, 4.0868)
N (-2.6808, 0.1750, 2.6199)
H (-0.9928, -2.4948, 2.1822)
H (-0.4567, -2.2324, 4.4811)
H (-2.2137, -2.4092, 4.5236)
H (-0.6257, 0.2096, 4.4722)
H (-1.6348, -0.3824, 5.7853)
H (-2.7613, 1.3790, 4.3147)
H (-3.6730, -0.1262, 4.4444)
H (-3.2440, 0.7905, 2.0504)
Se (2.5342, -3.6159, -3.2756)
N (2.0290, -5.2650, -2.9770)
C (1.0455, -5.2457, -2.0953)
C (0.3105, -6.3524, -1.5772)
C (-0.6957, -6.0760, -0.7013)
C (-0.9849, -4.7360, -0.3136)
N (-0.3188, -3.6946, -0.7526)
C (0.6762, -3.9419, -1.6479)
N (1.3254, -2.9152, -2.1537)
H (0.5494, -7.3608, -1.8888)
H (-1.3022, -6.8666, -0.2832)
H (-1.8009, -4.5478, 0.3751)

Results
Calculated total energy   -186521.1405 eV
ΔE to the lowest compared entry with this formula, charge and spin   31.54 kJ/mol
Charge   +3
Frontier orbital gap (spin up / spin down)   7.38 / 5.99 eV
Max |F|   0.5 eV/Å
Spin multiplicity   6
Highest occupied orbital energy (spin up / spin down)   -16.44 / -17.26 eV

Okay, here come the natural (NBO) numbers, in e, for every atom: 0.855 0.229 -0.269 -0.124 -0.169 -0.133 -0.110 -0.402 1.292 -0.294 -0.228 -0.181 -0.124 -0.176 -0.239 -0.439 -0.198 -0.212 -0.108 -0.181 -0.230 0.253 0.265 0.260 0.239 0.228 0.254 0.255 0.251 0.227 0.243 0.252 0.258 0.261 0.249 -0.022 0.372 -0.541 -0.227 -0.433 -0.228 -0.535 0.428 0.243 0.231 0.219 0.273 0.244 0.234 0.439 1.132 -0.539 0.120 -0.088 -0.259 0.151 -0.540 0.248 -0.739 0.273 0.268 0.220

3.
Below is a single C3H3PS molecule at a distorted geometry, with properties calculated with the ωB97M-V functional and the def2-TZVPD basis.

Geometry (Å):
C (-0.3690, 0.0872, 0.2731)
C (-1.1671, 0.5245, -0.7095)
C (0.9559, -0.4445, 0.3441)
P (-1.7050, 0.5509, 1.2154)
S (-1.7165, 0.9146, -2.1155)
H (1.4130, -0.1763, -0.6148)
H (0.9139, -1.5063, 0.5812)
H (1.6748, 0.0499, 1.0260)

Results
Calculated total energy   -23280.8880 eV
ΔE to the lowest compared entry with this formula, charge and spin   54.09 kJ/mol
Charge   0
SMILES string   Cc1pc1=S
Frontier orbital gap   6.64 eV
Max |F|   2.4 eV/Å
Spin multiplicity   1
Highest occupied orbital energy   -7.74 eV

Okay, here come the natural (NBO) numbers, in e, for every atom: -0.392 -0.292 -0.674 0.572 0.062 0.233 0.248 0.243

4.
Below is a molecular structure, C6H7ErO6 at a distorted geometry, with properties calculated with the ωB97M-V functional and the def2-TZVPD basis.

Geometry (Å):
Er (-2.7049, 0.2934, 1.3416)
O (-2.0472, -1.2211, -0.0791)
O (-0.2670, -2.3780, -0.5172)
O (-1.9242, -3.3737, 0.6100)
C (-1.4356, -2.3830, 0.1387)
C (-0.2171, -1.4201, -1.5749)
C (-0.7736, -0.0731, -1.1537)
H (0.8425, -1.3131, -1.8282)
H (-0.9425, -1.7450, -2.3339)
H (-1.0019, 0.4746, -2.0753)
O (-1.3571, 1.3436, -0.0994)
O (0.3091, 0.1955, 1.0456)
C (1.5335, 0.8035, 1.4781)
C (1.6200, 2.0399, 0.5942)
O (0.9127, 1.6194, -0.5776)
C (-0.0881, 0.7958, -0.1533)
H (1.4321, 1.0364, 2.5430)
H (2.3550, 0.0993, 1.2900)
H (2.6416, 2.3021, 0.3043)
H (1.1125, 2.9035, 1.0473)

Results
Calculated total energy   -46220.3560 eV
ΔE to the lowest compared entry with this formula, charge and spin   55.96 kJ/mol
Charge   +2
Frontier orbital gap (spin up / spin down)   6.99 / 7.14 eV
Max |F|   5.8 eV/Å
Spin multiplicity   4
Highest occupied orbital energy (spin up / spin down)   -17.98 / -17.99 eV

Okay, here come the natural (NBO) numbers, in e, for every atom: 2.589 -0.899 -0.459 -0.490 0.944 -0.158 0.249 0.288 0.227 0.269 -0.868 -0.561 -0.102 -0.113 -0.456 0.640 0.221 0.225 0.255 0.199